Entry from OMol25: a 4-piece molecular cluster, C7H16O3 overall in a non-equilibrium geometry (ωB97M-V/def2-TZVPD).

Properties
Structure (SMILES) = C=C/C=C(/C)C=C.O.O.O
HOMO energy = -8.44 eV
DFT total energy = -13656.9256 eV
Relative energy (zero: lowest compared OMol25 entry of this formula, charge and spin) = 100.6 kcal per mole

```
! RIJCOSX wB97M-V def2-TZVPD def2/J DEFGRID3
* xyz 0 1
C 0.85 -1.56 1.45
C 1.29 -1.25 0.20
C 0.48 -0.34 -0.62
C -0.86 -0.34 -0.93
C -1.58 0.47 -1.97
C -1.81 -1.24 -0.21
C -1.61 -2.52 -0.25
H -0.05 -1.12 1.81
H 1.45 -2.26 2.03
H 1.93 -2.01 -0.25
H 1.25 0.48 -0.95
H -1.41 -0.11 -2.92
H -2.71 0.61 -1.97
H -1.13 1.41 -2.10
H -2.60 -0.70 0.38
H -0.85 -2.97 -0.83
H -2.35 -3.23 0.18
O 2.46 2.26 -0.84
H 3.27 2.44 -0.38
H 2.65 2.15 -1.78
O -1.75 0.97 2.19
H -0.95 1.54 2.31
H -1.29 0.11 2.42
O 1.82 2.48 1.29
H 1.64 3.16 0.63
H 1.87 1.60 1.12
*
```

=====

Entry from OMol25: a 3-piece molecular cluster, C7H16O3 overall in a non-equilibrium geometry (ωB97M-V/def2-TZVPD).

Properties
HOMO energy (spin up / spin down) = -6.09 / -6.10 eV
DFT total energy = -13655.4548 eV
Relative energy (zero: lowest compared OMol25 entry of this formula, charge and spin) = 134.5 kcal per mole

```
! RIJCOSX wB97M-V def2-TZVPD def2/J DEFGRID3
* xyz 0 1
C 0.68 -0.37 -0.32
C 0.35 0.95 -0.54
C -1.71 0.39 0.45
C 2.51 0.35 -1.58
C 1.21 -0.90 0.96
C -1.65 0.76 1.91
C -2.35 -0.93 0.16
O 0.27 -1.27 -1.28
O 0.76 1.91 0.33
O 2.08 0.20 -2.90
H 0.01 -2.09 -0.85
H 0.83 2.75 -0.14
H 1.57 -0.62 -2.94
H -0.03 1.24 -1.51
H -2.13 1.19 -0.16
H 2.94 1.33 -1.44
H 3.17 -0.45 -1.23
H 2.06 -1.55 0.77
H 1.51 -0.09 1.62
H 0.44 -1.49 1.48
H -1.85 -1.76 0.69
H -1.15 -0.01 2.50
H -1.11 1.70 2.07
H -2.65 0.89 2.35
H -2.36 -1.16 -0.91
H -3.41 -0.97 0.49
*
```

=====

Entry from OMol25: C7H17AsCuN2S2 as an isolated structure in a non-equilibrium geometry (ωB97M-V/def2-TZVPD).

Properties
HOMO energy = -11.96 eV
DFT total energy = -137660.0068 eV

```
! RIJCOSX wB97M-V def2-TZVPD def2/J DEFGRID3
* xyz 1 1
Cu 0.11 -0.53 1.49
C -1.71 3.45 3.02
As -0.49 2.08 2.32
C 1.03 1.98 3.55
C 0.07 2.60 0.51
S -1.61 0.30 2.36
H -1.18 4.38 3.18
H -2.08 3.10 3.99
H -2.54 3.58 2.32
H 1.25 2.97 3.96
H 1.93 1.59 3.07
H 0.73 1.30 4.36
H 0.02 3.67 0.39
H -0.60 2.11 -0.16
H 1.12 2.31 0.35
S 1.78 -1.37 0.40
C 1.01 -1.97 -1.03
N 1.70 -2.26 -2.12
C 1.08 -2.85 -3.29
C -0.31 -2.26 -3.47
C -1.13 -2.40 -2.21
N -0.33 -2.15 -1.02
H 2.71 -2.17 -2.08
H 1.10 -3.95 -3.20
H 1.68 -2.58 -4.17
H -0.82 -2.69 -4.32
H -0.17 -1.19 -3.70
H -1.58 -3.40 -2.12
H -1.95 -1.68 -2.23
H -0.81 -1.98 -0.15
*
```

=====

Entry from OMol25: a 2-piece molecular cluster, C7H17B overall (ωB97M-V/def2-TZVPD).

Properties
HOMO energy (spin up / spin down) = -8.01 / -7.14 eV
DFT total energy = -8205.8997 eV
Relative energy (zero: lowest compared OMol25 entry of this formula, charge and spin) = 2.6 kcal per mole

```
! RIJCOSX wB97M-V def2-TZVPD def2/J DEFGRID3
* xyz 0 1
B 0.74 2.73 -0.80
C 1.33 -0.87 -1.08
C 1.51 -0.13 1.29
C -1.52 -0.13 -1.18
C -1.11 -1.59 0.81
C -1.39 0.81 1.11
C 0.71 0.01 0.00
C -0.82 -0.21 0.19
H 0.66 2.72 -1.96
H 1.53 3.30 -0.17
H 0.93 -0.64 -2.07
H 1.15 -1.92 -0.87
H 2.41 -0.72 -1.11
H 2.55 0.15 1.12
H 1.49 -1.17 1.63
H 1.11 0.50 2.07
H -1.18 0.75 -1.72
H -2.59 -0.05 -1.04
H -1.32 -1.01 -1.77
H -2.19 -1.75 0.80
H -0.77 -1.63 1.84
H -0.65 -2.40 0.24
H -2.39 1.16 0.95
H -0.96 0.99 2.07
H 0.78 1.12 -0.33
*
```

=====

Entry from OMol25: C7H17B3O8P2Yb as an isolated structure in a non-equilibrium geometry (ωB97M-V/def2-TZVPD).

Properties
HOMO energy = -13.96 eV
DFT total energy = -76041.9293 eV

```
! RIJCOSX wB97M-V def2-TZVPD def2/J DEFGRID3
* xyz 2 1
C -2.85 -0.60 -1.46
C -2.09 -1.95 -1.41
C -0.62 -1.76 -1.77
B 0.12 -0.82 -0.74
O -0.37 -0.68 0.54
B 0.04 0.45 1.26
C -0.16 0.56 2.79
C 1.16 0.42 3.58
C 2.13 -0.64 3.05
C 1.64 -2.05 2.90
O 2.36 -2.93 2.53
O 0.34 -2.27 3.21
O 0.62 1.48 0.52
B 1.33 1.15 -0.61
P 2.30 2.56 -1.49
P 0.70 2.98 -2.89
O 0.90 4.19 -3.68
O 0.44 1.68 -3.79
O -0.61 3.01 -1.95
O 1.23 -0.13 -1.14
H -3.73 -0.68 -2.14
H -3.24 -0.33 -0.48
H -2.25 0.23 -1.84
H -2.57 -2.67 -2.08
H -2.21 -2.36 -0.41
H -0.15 -2.74 -1.75
H -0.55 -1.34 -2.78
H -0.58 1.54 3.01
H -0.90 -0.16 3.12
H 1.65 1.39 3.57
H 0.91 0.18 4.61
H 2.96 -0.71 3.76
H 2.58 -0.30 2.12
H -0.02 -2.83 2.51
H 3.27 1.93 -2.28
H 1.14 1.03 -3.65
H -0.40 3.39 -1.09
Yb -5.53 -0.65 -3.07
*
```

=====

Entry from OMol25: C7H17ClCoINO3P as an isolated structure in a non-equilibrium geometry (ωB97M-V/def2-TZVPD).

Properties
HOMO energy (spin up / spin down) = -16.00 / -16.81 eV
DFT total energy = -82687.0099 eV
Relative energy (zero: lowest compared OMol25 entry of this formula, charge and spin) = 8.7 kcal per mole

```
! RIJCOSX wB97M-V def2-TZVPD def2/J DEFGRID3
* xyz 2 5
C 0.44 -1.64 -0.07
I 0.76 1.70 1.03
H -0.41 -2.32 -0.24
H 0.66 -1.59 1.01
H 1.27 -2.05 -0.66
Co -0.55 0.10 -0.74
P -0.21 0.39 -2.79
C 1.36 0.84 -3.59
C -0.78 -1.08 -3.69
H -2.26 1.59 -2.65
H -1.42 1.85 -4.23
H -0.84 2.69 -2.74
C -1.30 1.78 -3.15
H -1.77 -1.34 -3.32
H -0.80 -0.83 -4.76
H 1.20 0.86 -4.67
H 2.14 0.11 -3.33
H -0.08 -1.91 -3.50
H 1.66 1.83 -3.23
C 1.26 0.19 -0.72
O 2.42 0.12 -1.00
Cl -2.72 0.01 -0.57
N -0.42 -1.64 5.05
C -0.79 -0.20 4.90
C -0.47 0.03 3.43
O -0.97 1.11 3.02
O 0.24 -0.83 2.86
H -1.29 -2.19 5.11
H 0.13 -1.81 5.87
H 0.10 -1.86 4.13
H -1.85 -0.04 5.13
H -0.13 0.39 5.54
*
```

=====

Entry from OMol25: C7H17ClInOS as an isolated structure in a non-equilibrium geometry (ωB97M-V/def2-TZVPD).

Properties
HOMO energy = -3.07 eV
DFT total energy = -38106.5991 eV
Relative energy (zero: lowest compared OMol25 entry of this formula, charge and spin) = 145.4 kcal per mole

```
! RIJCOSX wB97M-V def2-TZVPD def2/J DEFGRID3
* xyz -1 1
C 4.13 0.49 0.21
C 3.97 1.97 0.50
In 2.58 3.06 -0.98
C 0.59 3.29 0.16
Cl 0.92 4.37 1.66
C 0.29 1.77 0.77
C -0.39 0.76 -0.33
H 5.12 0.01 -0.21
H 3.14 -0.16 0.39
H 4.47 2.51 1.41
H 2.19 1.99 -2.41
H 3.24 4.64 -1.51
H -0.28 3.69 -0.52
H -0.44 1.95 1.69
H 1.29 1.25 1.15
H 0.39 -0.02 -0.76
H -1.21 0.13 0.26
H -0.85 1.30 -1.27
C -3.65 -2.65 -0.97
S -2.51 -2.44 0.43
O -1.15 -2.17 -0.13
C -2.55 -4.17 0.96
H -3.74 -1.69 -1.48
H -3.25 -3.39 -1.66
H -4.62 -2.96 -0.60
H -2.22 -4.82 0.15
H -3.57 -4.43 1.27
H -1.88 -4.28 1.81
*
```

=====

Entry from OMol25: an isolated ion of composition C7H17N and charge -1 in a non-equilibrium geometry (ωB97M-V/def2-TZVPD).

Properties
HOMO energy (spin up / spin down) = 1.42 / -4.84 eV
DFT total energy = -9022.2088 eV
Relative energy (zero: lowest compared OMol25 entry of this formula, charge and spin) = 27.6 kcal per mole

```
! RIJCOSX wB97M-V def2-TZVPD def2/J DEFGRID3
* xyz -1 2
C -0.16 1.81 0.61
N 0.40 1.24 -0.58
C 0.26 -0.21 -0.83
C -0.65 -1.03 0.08
C -0.94 -2.44 -0.51
C -0.21 -1.19 1.54
C 1.56 -0.93 -1.19
C -0.25 3.36 0.42
H 0.26 1.61 1.59
H -1.19 1.47 0.57
H 1.33 1.45 -0.93
H -0.38 -0.16 -1.78
H -1.65 -0.58 0.04
H -0.04 -3.03 -0.29
H -1.74 -3.00 -0.04
H -1.16 -2.47 -1.59
H -0.69 -2.04 2.03
H 0.89 -1.33 1.53
H -0.45 -0.40 2.27
H 1.93 -1.47 -0.32
H 1.36 -1.68 -1.96
H 2.41 -0.38 -1.56
H -1.28 3.72 0.51
H 0.49 3.93 0.99
H -0.12 3.74 -0.61
*
```

=====

Q: What is the formula in the first record?
A: C7H16O3

=====

Q: The lowest DFT total energy belongs to which entry?
A: C7H17AsCuN2S2

=====

Q: Among the records above, which one has the highest DFT total energy?
A: C7H17B

=====

Q: What is the formula in the first record?
A: C7H16O3